Record 1
The following is a quantum chemistry calculation of a molecular structure, C63H114B2F9HgN6O25PS, from OMol25.

Results
HOMO: -0.1573 hartree
Total charge: -2
Frontier orbital gap: 6.69 eV

Atoms and positions in Å:
Hg  0.99227  3.67804  -0.29706
O  5.68495  -0.64108  -6.50678
C  5.74278  -0.10457  -5.43266
O  5.05047  -0.49270  -4.39237
B  5.00474  0.57522  -3.38961
O  6.11677  1.49074  -3.79475
C  6.60556  1.10021  -4.97791
O  7.45118  1.66346  -5.60282
O  5.24713  0.08911  -2.00592
C  4.53763  0.75667  -1.13531
O  4.63467  0.73929  0.05944
C  3.52944  1.51171  -1.96431
O  3.76631  1.38372  -3.23204
O  2.69110  2.22623  -1.42476
O  2.95718  2.62584  -8.45265
C  2.64838  3.34360  -7.55680
O  1.57691  3.31310  -6.75004
B  1.79178  4.31798  -5.70177
O  3.14077  4.87140  -5.88370
C  3.60271  4.46501  -7.05543
O  4.62515  4.76669  -7.58724
O  1.72379  3.73050  -4.30217
C  0.75632  4.26620  -3.65198
O  0.34576  3.98046  -2.53199
C  0.03214  5.27169  -4.58127
O  0.74157  5.31711  -5.65841
O  -1.03685  5.73067  -4.28515
P  0.06689  0.59525  0.61506
F  0.25640  -0.21518  1.98158
F  1.07182  1.82977  1.08562
F  1.35952  -0.00601  -0.10995
F  -0.08292  1.47522  -0.82992
F  -0.76343  -0.62509  -0.05204
F  -1.21899  1.38469  1.23093
C  4.32681  5.34505  2.70751
F  4.87219  5.82305  1.59743
F  5.16340  5.13577  3.72932
F  3.49278  6.34103  3.10755
S  3.53521  3.68528  2.28639
O  4.64548  2.83841  1.95962
O  2.83666  3.34768  3.51567
O  2.64320  4.03545  1.16602
C  2.27353  -0.40796  5.04809
C  3.79939  -0.58829  4.88175
C  4.22175  -1.76130  5.81838
C  3.82274  -3.13314  5.32772
C  4.42961  -3.34088  3.91661
C  3.97856  -2.26303  2.93834
N  4.17165  -0.90047  3.46910
O  3.68843  0.13019  2.63768
C  4.84759  -2.34189  1.71937
C  2.49627  -2.53572  2.54442
C  4.52664  0.66591  5.37238
H  1.82477  -0.09919  4.10547
H  1.92815  0.36794  5.73542
H  1.80975  -1.33260  5.39809
H  5.27114  -1.61278  6.07926
H  3.69187  -1.62371  6.76791
H  2.78991  -3.43109  5.13639
H  4.18862  -3.88426  6.03396
H  4.20780  -4.32243  3.48409
H  5.51244  -3.50483  3.98017
H  5.82166  -1.88982  1.91516
H  5.09075  -3.38578  1.49149
H  4.45897  -1.87277  0.81621
H  2.17476  -1.84827  1.76186
H  2.30811  -3.56326  2.22661
H  1.84579  -2.39250  3.40915
H  5.57808  0.43179  5.19179
H  4.38997  0.74490  6.45370
H  4.17175  1.57625  4.89394
H  2.72921  -0.00448  2.67324
C  -2.03121  1.92747  -4.33590
C  -3.02186  0.77508  -3.95624
C  -4.41360  1.31663  -4.38012
C  -4.89977  0.99392  -5.78287
C  -4.66817  -0.52354  -6.00499
C  -3.22142  -1.01786  -5.78403
N  -2.65057  -0.50166  -4.54476
O  -1.30784  -0.78254  -4.34083
C  -3.08330  -2.56912  -5.74974
C  -2.33043  -0.44568  -6.91991
C  -3.04362  0.57866  -2.43508
H  -1.02386  1.70139  -3.98717
H  -2.33399  2.88376  -3.91027
H  -2.05455  1.99679  -5.42327
H  -5.05651  0.85886  -3.62012
H  -4.40172  2.40195  -4.28097
H  -4.21858  1.60021  -6.38866
H  -5.92557  1.28917  -5.99386
H  -4.92588  -0.65019  -7.05718
H  -5.30714  -1.08253  -5.31807
H  -2.02371  -2.76745  -5.90499
H  -3.41893  -2.96640  -4.79050
H  -3.62596  -3.13803  -6.50736
H  -1.70741  0.42807  -6.73046
H  -1.58184  -1.13301  -7.33031
H  -2.80878  -0.16710  -7.86841
H  -3.52459  1.41471  -1.92574
H  -2.00506  0.49276  -2.10932
H  -3.50635  -0.37061  -2.16183
H  -1.23298  -1.36160  -3.57140
C  -3.26920  -4.86085  -1.58811
C  -3.54016  -4.35253  -0.13947
C  -4.61043  -5.26909  0.50975
C  -3.97982  -6.57073  0.99337
C  -2.90220  -6.18782  2.02320
C  -1.79304  -5.33835  1.40438
N  -2.32706  -4.18065  0.69559
O  -1.27980  -3.51759  0.03694
C  -1.00980  -4.73406  2.56734
C  -0.91678  -6.37011  0.61992
C  -4.10053  -2.91695  -0.33091
H  -2.60750  -5.72621  -1.55142
H  -2.73944  -4.11327  -2.18481
H  -4.16330  -4.99265  -2.19960
H  -5.04180  -4.74053  1.36231
H  -5.35533  -5.58533  -0.22134
H  -3.47780  -7.04606  0.15016
H  -4.83348  -7.12199  1.39029
H  -2.58111  -7.15137  2.42501
H  -3.44348  -5.73607  2.86112
H  -1.65962  -4.05225  3.11478
H  -0.55722  -5.39388  3.31710
H  -0.08199  -4.24873  2.25104
H  -0.56328  -7.19079  1.24908
H  -1.37831  -6.86548  -0.23411
H  0.01925  -5.91642  0.28617
H  -5.18275  -2.91184  -0.50096
H  -3.71794  -2.46244  -1.24342
H  -3.94551  -2.31608  0.56490
H  -1.25938  -2.64407  0.44618
C  4.00787  -6.20638  -1.67336
C  4.08355  -5.23035  -2.89404
C  3.05364  -5.73873  -3.94905
C  1.56865  -5.38205  -3.61068
C  1.46388  -3.94404  -3.16216
C  2.51531  -3.35323  -2.11592
N  3.85155  -3.84711  -2.42157
O  4.81331  -3.52200  -1.42562
C  2.39762  -1.83873  -2.26339
C  1.99076  -3.83013  -0.75777
C  5.47097  -5.24484  -3.50068
H  2.97851  -6.22125  -1.31213
H  4.85887  -6.07397  -1.01392
H  3.95606  -7.24515  -2.03014
H  3.32274  -5.24742  -4.88740
H  3.21004  -6.81470  -4.01790
H  1.39979  -6.01142  -2.73191
H  0.90326  -5.57643  -4.44890
H  0.46492  -4.02580  -2.71058
H  1.22271  -3.22365  -3.94834
H  1.36965  -1.48627  -2.36919
H  2.69956  -1.34940  -1.33678
H  2.97925  -1.55564  -3.14042
H  1.57830  -3.06679  -0.09209
H  1.29764  -4.65026  -0.93089
H  2.74743  -4.17038  -0.04220
H  5.72402  -4.36754  -4.09624
H  5.75723  -6.17739  -3.99649
H  6.26958  -5.24135  -2.74874
H  5.30038  -2.82371  -1.88094
C  -4.69361  2.90132  3.90848
C  -3.96442  2.32635  5.12685
C  -4.98584  1.48377  5.89561
C  -4.47512  0.31005  6.70732
C  -3.44889  -0.50711  5.87993
C  -2.24207  0.33994  5.37028
N  -2.83694  1.50615  4.65645
O  -1.87693  2.26904  3.97047
C  -1.37612  0.78676  6.57800
C  -1.54075  -0.48370  4.32563
C  -3.53274  3.45229  6.08504
H  -4.86445  2.22284  3.06899
H  -4.11992  3.74044  3.51206
H  -5.72264  3.17169  4.15805
H  -5.54688  2.03506  6.65317
H  -5.68139  1.06967  5.15815
H  -5.24137  -0.36225  7.09412
H  -3.94313  0.68578  7.58765
H  -3.97186  -1.13398  5.15720
H  -3.01376  -1.18600  6.62140
H  -1.33096  1.87221  6.55938
H  -1.76230  0.42098  7.52778
H  -0.34314  0.45653  6.45969
H  -0.53461  -0.09199  4.17889
H  -1.41895  -1.47748  4.76642
H  -2.04225  -0.55273  3.36294
H  -4.27791  3.95257  6.70563
H  -3.06997  4.19830  5.43400
H  -2.82991  3.07188  6.82408
H  -1.82008  1.81368  3.11798
C  -3.65345  4.67716  0.97342
C  -2.56952  5.27495  0.05074
C  -3.06114  6.63616  -0.45179
C  -1.92881  7.56824  -0.93499
C  -0.96686  7.76860  0.29271
C  -0.74670  6.55728  1.22991
N  -1.18087  5.31624  0.53727
O  -0.76918  4.14445  1.25211
C  0.79608  6.55933  1.49689
C  -1.53148  6.73852  2.49909
C  -2.40334  4.28382  -1.12795
H  -3.39638  3.99181  1.78833
H  -4.39162  4.18263  0.34369
H  -4.21827  5.38972  1.58668
H  -3.76329  6.43855  -1.26880
H  -3.76264  7.06179  0.26788
H  -2.33836  8.56774  -1.08290
H  -1.37644  7.26069  -1.81951
H  -1.47857  8.52497  0.89227
H  -0.06780  8.22044  -0.12539
H  1.04087  5.68031  2.08625
H  1.31159  6.46589  0.54033
H  1.00200  7.50159  1.99656
H  -2.51398  7.21116  2.39726
H  -1.71622  5.80215  3.02879
H  -1.03651  7.48833  3.12256
H  -3.33214  4.17056  -1.70184
H  -2.00670  3.28352  -0.96346
H  -1.80108  4.80119  -1.87775
H  -1.44862  4.09499  1.94621

Atom charges from the Löwdin analysis, given in e for atoms 1 to 99:
1. Hg 1.3486
2. O 0.1437
3. C -0.3943
4. O 0.2230
5. B -0.8397
6. O 0.2133
7. C -0.3818
8. O 0.1466
9. O 0.2188
10. C -0.4106
11. O 0.1652
12. C -0.3624
13. O 0.2637
14. O 0.0526
15. O 0.1691
16. C -0.3749
17. O 0.2344
18. B -0.8454
19. O 0.2386
20. C -0.3938
21. O 0.1610
22. O 0.2702
23. C -0.3603
24. O 0.0192
25. C -0.3958
26. O 0.2688
27. O 0.1399
28. P 0.2775
29. F -0.1145
30. F -0.2136
31. F -0.1295
32. F -0.2302
33. F -0.1348
34. F -0.1420
35. C -0.6404
36. F 0.1279
37. F 0.1246
38. F 0.0899
39. S 0.5070
40. O -0.2534
41. O -0.3099
42. O -0.4181
43. C -0.0344
44. C -0.4770
45. C -0.1462
46. C -0.1804
47. C -0.1489
48. C -0.4991
49. N -0.0768
50. O -0.0059
51. C -0.0370
52. C -0.0215
53. C -0.0254
54. H 0.0561
55. H 0.0797
56. H 0.0722
57. H 0.1149
58. H 0.1122
59. H 0.1002
60. H 0.1021
61. H 0.1127
62. H 0.1160
63. H 0.0975
64. H 0.0803
65. H 0.0715
66. H 0.0627
67. H 0.0740
68. H 0.0639
69. H 0.0862
70. H 0.0790
71. H 0.0682
72. H 0.0522
73. C -0.0096
74. C -0.4841
75. C -0.1523
76. C -0.1707
77. C -0.1259
78. C -0.4719
79. N -0.1414
80. O 0.0105
81. C -0.0241
82. C -0.0359
83. C -0.0238
84. H 0.0843
85. H 0.0716
86. H 0.0733
87. H 0.1102
88. H 0.1111
89. H 0.1080
90. H 0.1054
91. H 0.1089
92. H 0.1165
93. H 0.0702
94. H 0.0701
95. H 0.0765
96. H 0.0721
97. H 0.0758
98. H 0.0755
99. H 0.0793

Record 2
The following is a quantum chemistry calculation of a molecular structure, C38H33NO2P3Pt, from OMol25.

Results
Expectation value of S²: 2.020
HOMO (alpha / beta): -0.3473 / -0.4119 hartree
Total charge: +1
Frontier orbital gap (alpha / beta): 6.96 / 6.83 eV
Spin multiplicity: 3

Atoms and positions in Å:
Pt  -0.44903  -0.50630  1.40133
N  -1.17513  1.54968  -0.57940
P  0.05982  1.82897  0.56412
C  0.55650  3.54002  0.24781
C  -0.35862  4.58111  0.41448
C  0.03572  5.88399  0.16344
C  1.34107  6.14938  -0.23825
C  2.25361  5.11753  -0.39289
C  1.86241  3.80727  -0.14967
C  -0.75250  1.85799  2.20213
C  0.06878  2.16972  3.30061
C  -0.36438  1.92932  4.58637
C  -1.60812  1.33386  4.81654
C  -2.42743  1.02274  3.75546
C  -2.01344  1.27986  2.44217
P  -1.53553  -0.10257  -0.66257
C  -3.25898  -0.10829  -1.16072
C  -3.61196  0.35667  -2.42798
C  -4.94801  0.41439  -2.78712
C  -5.92891  -0.00220  -1.89337
C  -5.57868  -0.47982  -0.63971
C  -4.24091  -0.53266  -0.27133
C  -0.61358  -0.92583  -1.97976
C  0.65822  -0.55747  -2.14497
C  1.64480  -1.48287  -2.76065
C  1.12989  -2.41130  -3.87758
C  -0.38172  -2.73573  -3.82996
C  -1.16248  -2.18952  -2.59915
H  -1.43951  2.21575  -1.29520
H  -1.36892  4.37190  0.74797
H  -0.66970  6.69430  0.29025
H  1.64617  7.17061  -0.42477
H  3.26862  5.33116  -0.69999
H  2.57181  2.99537  -0.26519
H  1.04677  2.60970  3.13516
H  0.26609  2.19193  5.42581
H  -1.92769  1.12215  5.82753
H  -3.39616  0.57215  3.92374
H  -2.72092  1.14496  1.63238
H  -2.84833  0.65713  -3.13807
H  -5.22717  0.77703  -3.76742
H  -6.97081  0.04102  -2.18154
H  -6.34195  -0.81341  0.05018
H  -3.96139  -0.90940  0.70664
H  1.03590  0.34193  -1.66516
H  2.57305  -0.97585  -3.01805
H  1.55513  -2.25913  -4.86542
H  -0.91528  -2.71362  -4.77573
H  -2.22814  -2.08215  -2.79754
O  -0.01644  -3.45003  4.30171
C  0.10638  -2.76328  3.32146
O  -0.73141  -1.79403  3.00217
C  1.30432  -3.00950  2.38487
P  1.35817  -1.88849  0.95250
C  2.89598  -0.93873  1.02626
C  3.08731  -0.23908  2.22361
C  4.17525  0.59902  2.38590
C  5.08327  0.76847  1.34651
C  4.89614  0.08959  0.15457
C  3.80886  -0.76243  -0.00824
C  1.08366  -2.82990  -0.57128
C  1.89161  -2.76928  -1.84257
C  1.42156  -3.67291  -3.02024
C  -0.07435  -4.04881  -3.05607
C  -0.88453  -3.57265  -1.84307
C  -0.15876  -3.32367  -0.57961
H  1.26103  -4.04247  2.03795
H  2.21727  -2.90534  2.97218
H  2.37768  -0.34488  3.03871
H  4.31587  1.12092  3.32336
H  5.93443  1.42480  1.47047
H  5.60195  0.21225  -0.65653
H  3.69309  -1.27810  -0.94757
H  2.94783  -2.92504  -1.63669
H  2.12614  -4.44163  -3.32353
H  -0.31470  -5.03357  -3.44565
H  -1.80328  -4.13339  -1.68780
H  -0.75332  -3.31930  0.33166

Löwdin charges in e:
1. Pt 0.8295
2. N -0.3440
3. P 0.8893
4. C -0.3653
5. C -0.0827
6. C -0.0634
7. C -0.0614
8. C -0.0677
9. C -0.0932
10. C -0.4330
11. C -0.1025
12. C -0.0538
13. C -0.0509
14. C -0.0636
15. C -0.1736
16. P 0.8386
17. C -0.3603
18. C -0.0924
19. C -0.0615
20. C -0.0581
21. C -0.0602
22. C -0.0881
23. C -0.3058
24. C -0.0563
25. C -0.1644
26. C -0.1208
27. C -0.1087
28. C -0.1523
29. H 0.0866
30. H 0.1133
31. H 0.1121
32. H 0.1124
33. H 0.1106
34. H 0.0972
35. H 0.1107
36. H 0.1145
37. H 0.1167
38. H 0.1185
39. H 0.0767
40. H 0.1147
41. H 0.1126
42. H 0.1133
43. H 0.1132
44. H 0.1039
45. H 0.0879
46. H 0.1392
47. H 0.1460
48. H 0.1446
49. H 0.1314
50. O 0.0906
51. C -0.6801
52. O -0.2484
53. C -0.2064
54. P 0.9460
55. C -0.3467
56. C -0.1166
57. C -0.0672
58. C -0.0704
59. C -0.0669
60. C -0.0721
61. C -0.2869
62. C -0.1629
63. C -0.1105
64. C -0.1220
65. C -0.1523
66. C -0.0739
67. H 0.1047
68. H 0.1025
69. H 0.1039
70. H 0.1120
71. H 0.1107
72. H 0.1112
73. H 0.0762
74. H 0.1272
75. H 0.1458
76. H 0.1473
77. H 0.1467
78. H 0.1089

Number 1: maximum force 2.97 eV/Å. Number 2: maximum force 0.66 eV/Å.